Entry 1:
Entry from the Open Molecules 2025 dataset: a molecular structure, C22H17F6N5O11STc at a distorted geometry (ωB97M-V/def2-TZVPD).

⟨S²⟩: 3.7892
E_tot in a.u.: -3027.50686
Total charge: +2
Strongest force on any atom in Eh/bohr: 0.0223
Multiplicity: 4
Kohn-Sham gap (alpha / beta) in eV: 7.865 / 5.815
ΔE to the lowest compared entry with this formula, charge and spin in eV: 2.2397

```
63
Properties=species:S:1:pos:R:3:mulliken_spin:R:1
Tc 0.2814 -0.2411 0.2597 2.0392
O -3.0140 -0.0922 2.7552 0.0023
C -2.0390 -0.4569 1.9798 0.0078
O -0.8515 -0.1726 2.1524 -0.0222
C -2.3710 -1.3760 0.8633 0.0060
C -3.5135 -2.1395 0.6907 0.0032
C -3.4658 -3.1867 -0.2228 -0.0069
C -2.2665 -3.5001 -0.8539 0.0020
C -1.1712 -2.6830 -0.6322 0.0069
N -1.2653 -1.5980 0.1428 -0.0129
C 0.2601 -2.8984 -0.9533 -0.0097
O 0.6955 -3.8646 -1.6963 0.0043
O 1.0600 -2.1344 -0.4028 0.0172
H -2.6934 0.4548 3.4913 -0.0004
H -4.3963 -1.9419 1.2824 -0.0003
H -4.3402 -3.7990 -0.3924 -0.0002
H -2.2007 -4.3741 -1.4874 0.0002
H -0.0010 -4.3776 -2.1276 -0.0001
C 1.8272 5.1115 0.4687 -0.0025
N 3.0921 4.5792 0.9800 0.1076
C 4.3076 5.0942 0.7259 0.1157
C 5.2480 4.2727 1.3171 0.1504
N 4.5670 3.2718 1.9015 0.0697
C 3.2181 3.4294 1.7189 -0.1146
S 2.0106 2.4401 2.2675 0.6533
H 1.8891 6.1958 0.4745 0.0034
H 1.0181 4.7638 1.1014 0.0006
H 1.6703 4.7356 -0.5398 0.0047
H 4.4447 5.9942 0.1517 0.0073
H 6.3201 4.3575 1.3520 0.0049
H 4.9576 2.5181 2.4480 -0.0057
C 3.8237 -0.3861 -0.8528 0.0075
C 2.6959 0.2198 -1.6756 -0.0235
O 1.5279 0.4528 -0.9317 -0.1222
C 2.3459 -0.6518 -2.9325 0.0078
F 1.0107 -0.7161 -3.1242 0.0036
F 2.7805 -1.9113 -2.7835 0.0005
F 2.8930 -0.1643 -4.0430 0.0000
C 3.1037 1.6442 -2.1350 -0.0031
F 3.2512 2.4326 -1.0354 -0.0145
F 4.2678 1.6581 -2.7871 -0.0002
F 2.1622 2.2067 -2.8995 0.0003
H 3.5385 -1.3657 -0.4838 0.0045
H 4.0348 0.2706 -0.0117 -0.0026
H 4.7256 -0.4929 -1.4545 -0.0029
O -0.7484 3.6282 -0.2935 0.0129
C -0.9635 2.4804 -0.5883 -0.0185
O -0.6002 1.4683 0.1870 0.0854
C -1.6814 2.0757 -1.8471 0.0159
C -2.3391 3.0409 -2.6061 0.0003
C -2.9873 2.6471 -3.7627 0.0007
C -3.0154 1.3344 -4.2082 0.0005
C -2.3543 0.4090 -3.4221 0.0146
C -1.6876 0.7566 -2.2668 -0.0086
N -2.3593 -1.0199 -3.7984 0.0012
O -1.9007 -1.8074 -2.9711 0.0003
O -2.6954 -1.3098 -4.9169 0.0000
N -3.6919 3.6776 -4.5694 0.0000
O -4.2450 3.2931 -5.5760 0.0001
O -3.6743 4.8105 -4.1389 -0.0001
H -2.3418 4.0789 -2.3054 -0.0003
H -3.5309 1.0600 -5.1167 0.0000
H -1.1681 -0.0115 -1.7259 0.0092
```

***

Entry 2:
Entry from the Open Molecules 2025 dataset: 3 unconnected molecules or ions with the total composition C33H72BN6O8P2S at a distorted geometry (ωB97M-V/def2-TZVPD).

E_tot in a.u.: -3335.96114
Total charge: -1
Strongest force on any atom in Eh/bohr: 0.1658
Multiplicity: 1
Kohn-Sham gap in eV: 4.792

```
123
Properties=species:S:1:pos:R:3:lowdin_charge:R:1
C 6.0528 -4.3376 0.4905 -0.0370
C 5.6800 -3.4378 -0.8347 -0.2700
O 5.4876 -4.1164 -1.9860 -0.0490
O 5.5473 -1.9699 -0.8783 -0.1123
C 4.4771 -1.4865 0.0074 -0.1857
C 3.0145 -1.2950 -0.7073 -0.1712
C 3.0169 -1.4525 -2.3437 -0.1892
C 1.4504 -1.4503 -2.8302 -0.2277
C 1.0661 -2.5940 -3.9409 -0.1830
B 0.3658 -3.9570 -3.2966 -0.6447
C 1.1006 -5.3441 -3.8197 -0.2007
C 2.6929 -5.4566 -3.4490 -0.2121
C 3.0466 -6.4841 -2.2154 -0.2522
S 2.1766 -6.0724 -0.6042 0.7879
O 2.4834 -4.5930 -0.2651 -0.3713
O 0.6721 -6.3959 -0.7844 -0.3590
O 2.7624 -6.9955 0.7441 -0.2555
C -1.2632 -4.0759 -3.6500 -0.1692
O -1.9769 -4.5810 -2.4747 -0.1598
C -3.0661 -3.7058 -2.0329 -0.0822
C -3.0621 -2.0712 -1.9484 0.0420
C -4.3264 -1.1332 -1.4056 -0.1922
C -4.3165 0.5129 -1.3640 -0.1459
C -5.7007 -1.8798 -0.8568 -0.0784
C -5.7410 -3.5408 -0.9310 -0.0430
C -4.4632 -4.4568 -1.5020 -0.0427
C -4.5478 -6.0935 -1.5192 -0.3681
C -3.3928 -6.8627 -0.6481 -0.1115
C -6.0093 -6.6878 -0.9732 -0.1470
H 6.6316 -5.3042 0.0983 0.0971
H 6.7872 -3.8084 1.2369 0.0849
H 5.0992 -4.7679 1.0587 0.0956
H 4.3484 -2.1494 0.9643 0.1238
H 4.8204 -0.4150 0.3965 0.1294
H 2.1925 -1.9987 -0.2528 0.1056
H 2.6610 -0.1838 -0.4695 0.1174
H 3.5420 -0.4730 -2.7668 0.1120
H 3.6567 -2.3543 -2.7364 0.0928
H 1.2135 -0.3963 -3.3376 0.1004
H 0.7818 -1.5285 -1.8728 0.0972
H 1.9967 -2.8359 -4.6388 0.0982
H 0.2421 -2.1237 -4.6552 0.0833
H 0.5700 -3.9083 -2.1204 0.0786
H 1.0347 -5.3699 -5.0100 0.1006
H 0.5552 -6.3056 -3.4295 0.0966
H 3.2320 -5.9085 -4.4124 0.1210
H 3.2169 -4.4315 -3.2330 0.0890
H 2.8570 -7.6307 -2.4871 0.1213
H 4.2159 -6.4279 -1.9836 0.1013
H 3.4025 -7.7068 0.4190 0.0881
H -1.7060 -3.1142 -4.1434 0.1003
H -1.3271 -4.9289 -4.4829 0.1157
H -2.0901 -1.4969 -2.3125 0.1024
H -3.5881 0.8750 -0.5123 0.0766
H -4.0441 1.0058 -2.3969 0.0781
H -5.4072 0.8718 -1.0376 0.0715
H -6.6354 -1.2786 -0.4226 0.0721
H -6.7600 -4.0293 -0.5519 0.0669
H -4.4699 -6.4631 -2.6406 0.1361
H -2.3776 -6.2901 -0.5446 0.0804
H -3.1957 -7.9007 -1.2022 0.0896
H -3.8203 -7.1193 0.4319 0.0782
H -6.0479 -6.4264 0.1829 0.0797
H -6.8815 -6.0675 -1.4742 0.0663
H -6.1084 -7.8479 -1.1307 0.0792
O 2.2469 1.3726 2.3292 -0.2927
P 2.4767 2.4324 3.4344 0.7657
N 4.0653 2.7881 2.8771 -0.3119
C 5.2140 3.1895 3.6825 -0.1387
C 4.0862 3.5781 1.6411 -0.1460
N 2.5434 1.1992 4.6417 -0.3610
C 3.7814 0.4799 4.9364 -0.1323
C 1.4637 0.2042 4.5556 -0.1483
N 2.7408 3.6508 4.7049 -0.2889
C 2.4939 3.3855 6.1264 -0.1281
C 1.9602 4.8524 4.3573 -0.1540
H 5.1451 4.2275 4.0251 0.0734
H 6.1390 3.0999 3.0990 0.0846
H 5.3718 2.5611 4.5554 0.0499
H 3.8913 4.6365 1.8459 0.0628
H 3.3294 3.2301 0.9312 0.0730
H 5.0530 3.4969 1.1307 0.0808
H 4.2635 0.0970 4.0321 0.0878
H 3.6059 -0.3655 5.6139 0.0830
H 4.4779 1.1111 5.4886 0.0465
H 1.6687 -0.5637 3.8046 0.0798
H 0.5139 0.6844 4.2957 0.0727
H 1.3135 -0.2944 5.5195 0.0764
H 1.4883 2.9892 6.3026 0.0871
H 2.6012 4.3012 6.7213 0.0814
H 3.2361 2.6996 6.5436 0.0715
H 0.8851 4.6635 4.4606 0.0784
H 2.1467 5.1525 3.3224 0.0635
H 2.2344 5.7047 4.9877 0.0806
O -2.5443 3.7495 -0.6327 -0.2878
P -3.2717 5.0542 -0.2251 0.7700
N -3.6386 5.4562 -1.8575 -0.3109
C -3.7386 6.7919 -2.4365 -0.1377
C -4.7108 4.6366 -2.4328 -0.1392
N -1.7726 5.7796 0.2325 -0.3594
C -0.9133 6.4470 -0.7438 -0.1310
C -0.9135 4.9264 1.0675 -0.1542
N -4.1079 6.5541 0.2434 -0.2901
C -3.5118 7.5519 1.1385 -0.1287
C -5.4123 6.1891 0.8259 -0.1509
H -4.6590 7.3088 -2.1445 0.0740
H -3.7313 6.7342 -3.5323 0.0852
H -2.9007 7.4370 -2.1846 0.0498
H -5.6948 4.9822 -2.0975 0.0656
H -4.6095 3.5857 -2.1444 0.0581
H -4.6900 4.6624 -3.5286 0.0834
H -0.7363 5.8304 -1.6299 0.0922
H 0.0602 6.7109 -0.3113 0.0818
H -1.3321 7.4090 -1.0396 0.0471
H -0.3467 4.2040 0.4736 0.0804
H -1.5122 4.3679 1.7954 0.0720
H -0.2006 5.5301 1.6397 0.0666
H -3.1589 7.1064 2.0747 0.0860
H -4.2377 8.3342 1.3936 0.0820
H -2.6904 8.0877 0.6554 0.0713
H -5.2829 5.7017 1.7996 0.0803
H -5.9489 5.4932 0.1750 0.0697
H -6.0557 7.0665 0.9493 0.0807
```